No. 1
ORCA calculation (ωB97M-V/def2-TZVPD) on one molecule with the formula C11H16FN2O3PS2 at a distorted geometry.

Properties
Orbital gap ... 7.098 eV
Total charge ... 0
F_max ... 0.1732 Eh/bohr
E ... -54455.1376 eV
E_HOMO ... -8.8 eV
SMILES ... O=[PH2][C@H](CCF)OC(=O)CCCSC(=S)n1ccnc1

XYZ file:
```
36
Properties=species:S:1:pos:R:3:forces:R:3
S -3.672415 0.133855 -0.729200 0.9 1.0 0.8
S -3.906182 2.059648 1.791021 1.5 -1.2 -3.1
P 4.124658 -0.145320 0.947228 -1.1 -0.2 6.9
F 0.375839 -1.479236 -2.295769 1.6 2.2 0.9
O 0.679831 -3.304801 0.860106 -0.8 8.8 0.8
O 1.512897 -0.946828 1.050948 -1.4 -3.2 -1.4
O 4.111580 -0.149440 2.558690 0.1 0.1 -5.2
N -1.927525 2.482951 -0.078383 2.1 1.2 -1.2
N -0.032461 3.466038 -1.374849 -3.7 -2.2 2.7
C -3.625878 -1.447979 0.282490 0.5 -1.6 1.3
C -2.165791 -2.256959 0.177238 -0.5 0.4 0.9
C 1.326075 -0.386107 -1.875077 -0.2 -0.5 -0.7
C -3.127451 1.623742 0.328455 0.5 1.2 2.3
C -1.177483 2.443961 -1.391444 2.7 3.7 2.6
C 0.461682 -1.977680 1.001226 0.2 -5.5 -0.5
C 2.662882 -1.137733 -1.305230 -0.1 -0.4 -0.4
C 2.722744 -1.342814 0.316993 1.4 0.1 -1.0
C 0.036357 4.199593 -0.032571 -6.0 -5.2 -0.6
C -1.107310 -1.405635 1.094666 1.2 1.2 -1.0
C -1.244427 3.544344 0.767758 3.1 1.4 -2.0
H 3.617050 -0.527746 -1.628043 -1.9 -1.0 0.5
H 1.519500 0.272934 -2.840118 -0.2 -1.7 2.0
H -2.313803 -3.327695 0.633714 0.3 2.1 -0.9
H 0.768705 0.303265 -1.112450 1.1 -1.6 -1.2
H -1.052804 -0.310178 0.627934 -0.1 -2.2 1.1
H -3.888869 -1.265908 1.423789 0.5 -0.1 -2.5
H -1.444244 -1.255911 2.211802 0.7 -0.6 -2.2
H 2.792934 -2.215180 -1.787991 -0.6 2.5 0.8
H 0.813023 5.030315 0.315873 -2.0 -2.2 -1.1
H 5.442752 -0.586107 0.566150 -0.9 0.2 -0.8
H -1.849703 -2.360712 -0.944408 -0.4 0.4 2.3
H -1.532700 3.886066 1.856959 0.2 -1.3 -2.7
H 3.880957 1.226432 0.497928 0.2 -1.3 -0.4
H 3.116038 -2.422631 0.548584 -1.1 2.1 -0.1
H -1.437728 1.740032 -2.305933 0.6 1.8 2.4
H -4.458730 -2.160575 -0.158082 1.6 1.8 0.7
```
Positions in Å, forces in eV/Å.

No. 2
ORCA calculation (ωB97M-V/def2-TZVPD) on C34H50AuN7O2S as an isolated structure at a distorted geometry.

Properties
Relative energy (zero: lowest compared OMol25 entry of this formula, charge and spin) ... 37.26 kcal/mol
Orbital gap ... 5.633 eV
Total charge ... +2
F_max ... 0.0496 Eh/bohr
E ... -65110.1475 eV
E_HOMO ... -13.0 eV

XYZ file:
```
95
Properties=species:S:1:pos:R:3:forces:R:3
Au -0.065793 0.145645 -0.308918 0.5 -0.6 2.4
S -0.600778 2.896917 0.663339 0.0 0.2 -0.1
O 3.493474 0.733903 1.873819 -0.1 0.1 0.0
O -3.320110 -0.727895 2.114093 0.2 -0.1 -0.1
N -0.018834 3.541137 3.147079 -0.1 0.0 0.3
N 2.027792 0.596490 0.127148 -1.7 -0.2 -0.8
N -0.124596 0.334781 -2.545481 0.0 0.1 1.3
N -2.059147 2.537958 2.848589 0.0 0.0 0.3
N -0.357126 -1.325035 -5.528634 -0.1 0.1 -0.1
N -1.986479 -0.747706 0.249302 1.3 0.5 -1.1
N 0.110665 -0.183878 1.746283 -0.2 0.1 -1.5
C 2.352847 4.636256 -0.479864 0.0 -0.1 0.0
C -3.651462 1.456572 -0.660226 -0.2 0.0 -0.1
C -1.274225 -0.502058 -4.656832 -0.1 0.2 0.4
C 0.289845 -0.538784 4.413661 0.0 0.0 0.0
C -0.974802 -0.560115 2.398131 -0.4 0.0 0.3
C 4.215562 2.753658 -1.937531 0.1 -0.1 -0.2
C -0.919385 2.995794 2.323211 0.0 0.0 -0.4
C -4.802372 -0.233687 -2.105344 0.0 0.0 -0.1
C -4.891601 1.863094 0.146096 0.1 0.0 0.0
C 3.713458 -2.110932 -1.116586 -0.2 -0.1 0.0
C 3.366330 2.388242 -0.901616 -0.4 -0.5 0.2
C -0.919546 -0.765964 3.765321 0.1 0.1 -0.1
C 2.439246 -1.886681 -3.276682 0.1 -0.1 0.2
C -3.194745 -2.331404 -1.160461 0.1 0.1 0.1
C 1.270904 0.060166 2.329367 0.3 0.1 0.2
C -5.026005 -1.529128 -2.537349 0.0 0.1 0.0
C 1.400632 -0.106387 3.695502 -0.1 -0.1 -0.1
C 4.534412 1.875265 -2.955774 0.0 0.0 0.0
C 2.383499 0.523511 1.436012 0.3 -0.1 -0.1
C 4.262808 3.811604 0.952556 -0.1 -0.1 0.0
C 2.853619 1.066493 -0.890882 0.8 0.3 -0.8
C -0.991707 -0.675199 -3.160984 0.0 -0.2 -0.3
C -2.408980 -3.549981 -0.691689 0.0 0.2 0.3
C -3.806702 0.047002 -1.179454 0.2 -0.2 0.4
C -0.885375 -3.451114 -0.836393 -0.2 -0.1 -0.1
C -2.803948 -3.929370 0.744710 0.0 0.0 -0.2
C 2.689267 -1.272739 -1.892912 0.2 0.1 -0.1
C 3.014649 3.407728 0.154986 0.2 0.2 0.1
C -3.001570 -1.007667 -0.689509 -0.8 -0.2 -0.3
C 4.003495 0.591498 -2.964135 0.1 0.1 -0.2
C -3.383950 2.461293 -1.783108 0.0 -0.1 0.2
C -2.229411 -0.687523 1.576782 -0.4 0.2 0.2
C -4.228631 -2.558294 -2.062274 0.0 0.0 -0.1
C 3.163393 0.166818 -1.952076 -0.2 0.2 0.6
H 4.641148 3.748721 -1.949574 0.0 0.0 0.0
H -5.776316 1.895191 -0.491395 0.0 0.0 0.0
H -4.191755 2.464551 -2.515557 0.0 0.0 0.0
H -3.294720 3.463902 -1.365376 0.0 0.0 -0.1
H -5.830171 -1.740371 -3.230414 0.0 0.0 0.0
H -1.948992 -0.656447 -2.636297 0.0 0.0 -0.1
H -0.554850 -1.657360 -2.963560 0.0 0.1 0.1
H -5.435475 0.566628 -2.468682 0.0 0.0 0.0
H -0.476855 1.279286 -2.684109 0.0 0.0 -0.1
H 0.364733 -0.691749 5.482332 0.0 0.0 0.0
H -0.704941 -1.349315 -6.489967 0.0 0.0 -0.1
H -0.310441 -2.289407 -5.193058 0.1 0.0 0.0
H 2.056086 5.344094 0.295524 0.0 0.0 0.0
H -1.176679 0.540233 -4.958394 0.0 0.0 -0.1
H -2.791096 1.479477 0.001722 0.0 0.0 0.1
H 4.673893 2.951473 1.477555 0.1 0.0 0.0
H 1.923095 -1.184232 -3.946095 0.1 0.0 0.0
H 2.356958 0.093743 4.159039 0.0 0.0 0.0
H 5.031185 4.214924 0.292342 0.0 0.0 0.0
H -0.485137 -2.564139 -0.351606 0.1 0.0 0.1
H -0.224864 3.722025 4.117267 0.0 0.0 0.0
H 3.036787 5.149614 -1.156213 0.0 0.0 0.0
H 4.688864 -2.065867 -1.601977 0.0 0.0 0.0
H -0.421554 -4.324524 -0.376573 0.0 0.0 -0.1
H -5.079065 1.148140 0.948510 0.0 0.0 0.0
H 1.753889 -1.306285 -1.329426 0.0 -0.1 0.0
H -2.445278 2.235937 -2.302419 0.0 0.0 -0.1
H 1.838827 -2.794211 -3.177816 0.0 -0.1 0.0
H 3.397491 -3.154604 -1.065885 0.0 0.0 0.0
H 2.290770 2.962376 0.836281 0.0 0.0 0.0
H -2.499487 -4.954392 0.957187 0.0 0.0 0.0
H 3.379151 -2.164039 -3.753469 0.0 0.0 -0.1
H 3.827467 -1.733985 -0.100034 0.0 0.0 0.0
H 0.815417 3.945043 2.758609 0.0 0.0 -0.1
H -4.427148 -3.572297 -2.389087 0.0 0.0 0.0
H -0.591745 -3.440527 -1.890884 0.0 0.0 0.0
H -4.754803 2.859786 0.571472 0.0 0.0 0.0
H 0.845535 0.298553 -2.856935 0.1 0.1 0.1
H -2.284618 2.665938 3.823225 0.0 0.0 0.0
H -2.724901 -4.373187 -1.336744 -0.1 0.0 0.0
H 4.290124 -0.086972 -3.758531 0.0 0.0 0.0
H 5.204078 2.185751 -3.746888 0.0 0.0 0.0
H -2.779257 2.160386 2.255703 0.0 0.1 -0.1
H 0.595526 -0.956561 -5.554231 0.1 0.0 0.0
H 1.458546 4.350791 -1.034611 0.0 0.1 0.0
H 4.012741 4.582792 1.683448 0.0 0.0 0.0
H -3.882609 -3.855149 0.876998 0.0 0.0 0.1
H -1.810903 -1.094566 4.281603 0.0 0.0 0.0
H -2.327358 -3.274537 1.472651 0.0 0.0 0.1
H -2.291207 -0.826912 -4.867830 0.0 -0.1 -0.1
```
Positions in Å, forces in eV/Å.

No. 3
ORCA calculation (ωB97M-V/def2-TZVPD) on one molecule with the formula C4H9ClO at a distorted geometry.

Properties
Relative energy (zero: lowest compared OMol25 entry of this formula, charge and spin) ... 14.98 kcal/mol
Orbital gap ... 11.226 eV
Total charge ... 0
F_max ... 0.0598 Eh/bohr
E ... -18863.3349 eV
E_HOMO ... -10.4 eV
SMILES ... CC(C)(O)CCl

XYZ file:
```
15
Properties=species:S:1:pos:R:3:forces:R:3
Cl 1.804083 1.874247 -0.428068 1.3 0.4 0.2
O 0.155675 0.279078 1.619882 -1.1 0.4 0.9
C -0.041315 0.028500 0.257666 1.9 -2.3 -0.6
C 0.173260 1.249630 -0.579236 -0.5 2.4 0.4
C 0.890090 -1.165087 -0.101093 0.7 -0.5 -0.5
C -1.473045 -0.443070 0.021927 0.1 2.3 1.1
H -1.581496 -1.251677 -0.670821 0.0 -0.9 0.3
H 0.021377 1.230688 -1.644753 -0.4 -0.9 -0.3
H 2.021117 -1.124629 0.105713 -1.8 0.4 -0.1
H 1.004123 0.673963 1.823150 0.4 0.1 -0.4
H -1.779686 0.433565 -0.539516 -1.6 -0.1 0.1
H 0.762776 -1.457327 -1.160657 0.1 0.2 0.3
H -0.463074 2.108953 -0.221902 0.3 -1.1 -0.1
H -1.939291 -0.447655 1.044287 0.0 -0.5 -1.4
H 0.445406 -1.989180 0.473422 0.5 0.0 0.0
```
Positions in Å, forces in eV/Å.